# 1
The following is a quantum chemistry calculation of a molecular structure, C6H15NO6SSn at a distorted geometry, from the Open Molecules 2025 dataset.

ORCA input file:
```
! wB97M-V def2-TZVPD RIJCOSX def2/J DEFGRID3
* xyz 0 1
Sn 1.70408 -3.45717 -1.88525
S 4.51218 -6.78086 -4.31827
O 4.60903 -6.98927 -5.80963
O 5.28830 -7.77802 -3.62086
O 4.93192 -5.41166 -3.97379
O 3.12535 -6.86170 -3.95214
C -2.42506 0.33490 -2.00142
O -1.25156 0.02103 -1.31082
C -0.45968 1.23029 -1.10626
C -0.39054 1.76073 0.28603
N 0.37322 0.73561 1.02150
C 0.61901 1.22323 2.46478
C -0.64909 1.71985 3.17589
O -1.09134 2.93296 2.82281
C -2.42431 3.18286 3.24892
H -3.02930 -0.56645 -1.89865
H -2.28876 0.53848 -3.06353
H -3.03463 1.12145 -1.55661
H -0.86554 2.03177 -1.72351
H 0.58726 1.07152 -1.36473
H -1.37798 1.86065 0.73668
H 0.10440 2.72814 0.20086
H 1.24733 0.66175 0.52093
H 1.51386 1.81019 2.67174
H 0.85895 0.33253 3.04545
H -0.43436 1.76877 4.24341
H -1.42505 0.96392 3.05528
H -2.47786 3.05751 4.33036
H -3.16230 2.54625 2.76086
H -2.68754 4.21087 2.99990
*
```

Gap between HOMO and LUMO: 3.1 eV
HOMO energy: -0.2884 hartree
E_tot: -1355.91189 hartree
Relative energy (zero: lowest compared OMol25 entry of this formula, charge and spin): 649.9 kJ/mol
LUMO level: -4.74 eV

***

# 2
The following is a quantum chemistry calculation of 2 unconnected molecules or ions with the total composition C5H12N2O at a distorted geometry, from the Open Molecules 2025 dataset.

ORCA input file:
```
! wB97M-V def2-TZVPD RIJCOSX def2/J DEFGRID3
* xyz 0 1
C 1.49901 0.72475 1.50398
N 1.11294 -0.23694 0.50129
C 2.09967 -1.25518 0.22196
N 0.73699 0.43798 -0.94736
O 0.74357 1.62501 -0.97639
H 0.61927 1.07121 2.05307
H 2.25217 0.32678 2.18876
H 1.97882 1.60735 1.05555
H 2.32883 -1.85600 1.10727
H 1.76563 -1.89973 -0.59065
H 3.06155 -0.82863 -0.09607
C -1.61830 -0.43668 0.60234
C -1.83688 0.49571 -0.36987
C -2.23382 0.16903 -1.77638
H -1.84633 -1.47561 0.40337
H -1.80966 -0.18051 1.63526
H -1.91521 1.53398 -0.06763
H -2.06735 1.01537 -2.44655
H -1.60881 -0.64846 -2.14089
H -3.26208 -0.18943 -1.86104
*
```

Gap between HOMO and LUMO (alpha / beta): 8.5 / 8.5 eV
HOMO energy (alpha / beta): -0.3075 / -0.3075 hartree
E_tot: -382.29178 hartree
Relative energy (zero: lowest compared OMol25 entry of this formula, charge and spin): 553.3 kJ/mol
SMILES string: CN(C)N=O.C=CC
LUMO level (alpha / beta): 0.15 / 0.15 eV

***

# 3
The following is a quantum chemistry calculation of a molecular structure, C38H59N7O5PSY at a distorted geometry, from the Open Molecules 2025 dataset.

ORCA input file:
```
! wB97M-V def2-TZVPD RIJCOSX def2/J DEFGRID3
* xyz 0 1
Y 0.85186 1.38198 -0.36085
C -0.92064 -5.51247 2.10169
C -1.26366 -5.16304 0.64779
C -0.90415 -6.40508 -0.18813
C -2.81554 -5.07802 0.38154
C -0.54298 -3.95702 0.07584
C -1.14933 -2.81312 0.26665
C -0.52957 -1.62689 -0.12127
N -0.91817 -0.32916 0.08226
C -2.06869 0.15857 0.49339
C -3.35327 -0.46787 0.46880
C -4.45705 0.32994 0.56910
C -4.32221 1.62919 1.03947
C -3.10311 2.24657 1.39068
C -1.89661 1.62542 0.93555
O -0.80608 2.19072 0.89699
C -3.01073 3.72030 1.89279
C -2.00184 3.78252 3.06979
C -4.34008 4.19523 2.44687
C -2.66192 4.65852 0.73113
C -5.87308 -0.18992 0.26442
C -6.23277 -0.03488 -1.21060
C -7.00221 0.57988 1.01061
C -5.96361 -1.65216 0.73145
C 0.79139 -1.58374 -0.77493
O 1.22528 -0.61773 -1.37967
C 1.52221 -2.86015 -0.81663
C 0.77105 -3.99489 -0.39249
C 2.90010 -2.92750 -1.49990
C 3.87342 -2.01940 -0.69870
C 3.57911 -4.32702 -1.49607
C 2.74607 -2.39133 -2.91617
H -1.23172 -6.57076 2.44795
H -1.51596 -4.82334 2.72688
H 0.14446 -5.36250 2.36983
H -1.55829 -7.34447 -0.04757
H 0.18045 -6.64049 -0.01588
H -0.95597 -6.22197 -1.27634
H -3.25177 -5.95829 0.85590
H -3.00083 -5.19606 -0.70132
H -3.31098 -4.22467 0.82202
H -2.11678 -2.80112 0.67452
H -3.44866 -1.55358 0.45182
H -5.17891 2.25297 1.22022
H -2.48401 3.05850 3.71941
H -1.95785 4.81294 3.48704
H -1.01862 3.46748 2.74433
H -4.78454 3.43837 3.12229
H -5.03503 4.41411 1.64234
H -4.21356 5.16665 2.89769
H -1.65366 4.57544 0.29213
H -2.58381 5.70037 1.11936
H -3.37818 4.65638 -0.07528
H -6.18563 1.09003 -1.46332
H -7.23724 -0.41437 -1.37042
H -5.50834 -0.60489 -1.74563
H -7.20643 1.59826 0.59496
H -6.79634 0.60441 2.13267
H -8.00058 0.11590 0.96163
H -5.24110 -2.25025 0.19347
H -6.99250 -2.04021 0.52081
H -5.78619 -1.81435 1.84844
H 1.35213 -4.86519 -0.59929
H 4.08948 -2.48959 0.27150
H 3.49629 -1.03958 -0.51175
H 4.83403 -1.95054 -1.21162
H 3.98712 -4.53156 -0.53837
H 4.46215 -4.21231 -2.29240
H 2.91860 -5.11444 -1.82291
H 2.18533 -1.51634 -2.79604
H 2.09243 -3.01860 -3.60943
H 3.70807 -2.29401 -3.29198
C 1.69464 0.58171 5.11552
C 1.70729 0.14683 3.67018
N 1.11439 -0.84918 3.15192
O 0.37338 -1.61604 4.06322
C 2.54275 1.04156 2.80350
C 3.94235 1.56783 3.20234
N 2.01019 1.31379 1.68799
O 2.69173 1.97329 0.73341
H 1.49497 1.70423 5.16839
H 2.71702 0.53918 5.52834
H 0.99469 0.10913 5.74756
H 0.14021 -2.42463 3.61598
H 4.31169 2.33326 2.50371
H 4.63143 0.67251 3.16347
H 3.97393 1.90085 4.22596
O -2.44482 2.13199 -2.33865
S -1.31984 2.99965 -2.63992
N 0.00070 2.89491 -1.89824
C 5.55754 1.88252 -3.86251
N 4.28201 2.24080 -4.52834
C 4.20241 3.75078 -4.46573
N 4.23794 4.25859 -3.12353
C 5.41949 3.77173 -2.41524
N 5.62885 2.32599 -2.44989
C 4.69927 1.59243 -1.66429
P 2.97512 1.95443 -2.17229
C 3.10196 1.60344 -4.00932
C 3.04962 3.80025 -2.38166
H 6.27036 2.49353 -4.36814
H 5.85833 0.82256 -4.03342
H 3.25860 4.10158 -4.96613
H 5.02110 4.22937 -5.01891
H 5.36242 4.10857 -1.36825
H 6.34911 4.18359 -2.76270
H 4.77996 1.69184 -0.56541
H 4.94292 0.53386 -1.86466
H 2.17091 2.00233 -4.44509
H 3.02333 0.52295 -4.18340
H 3.14732 4.32866 -1.38688
H 2.14445 4.13348 -2.85794
*
```

Gap between HOMO and LUMO (alpha / beta): 5.6 / 5.6 eV
HOMO energy (alpha / beta): -0.2743 / -0.2733 hartree
E_tot: -3020.66566 hartree
Relative energy (zero: lowest compared OMol25 entry of this formula, charge and spin): 0.0 kJ/mol
LUMO level (alpha / beta): -1.84 / -1.88 eV

***

# 4
The following is a quantum chemistry calculation of C6H10N2O2 in the gas phase at a distorted geometry, from the Open Molecules 2025 dataset.

ORCA input file:
```
! wB97M-V def2-TZVPD RIJCOSX def2/J DEFGRID3
* xyz 0 1
N 2.57826 1.34074 2.13769
C 2.45103 0.11788 1.33061
C 1.88193 0.36047 -0.06692
C 0.58034 0.40193 -0.28572
N -0.51552 0.30627 0.51812
O -0.54755 0.70619 1.67510
C -1.83991 -0.19702 -0.04541
C -1.82187 -0.73015 -1.38892
C -3.02053 -1.39300 -1.97529
O -2.62343 -0.18753 -2.44764
H 3.20212 2.03936 1.75264
H 1.88922 1.54597 2.82923
H 1.89007 -0.62822 1.91926
H 3.43449 -0.18979 1.32516
H 2.50528 0.79220 -0.75954
H 0.26727 0.51602 -1.27572
H -2.60243 -0.06969 0.72448
H -0.82000 -1.08679 -1.66881
H -2.87435 -2.15506 -2.83405
H -4.01443 -1.48977 -1.46428
*
```

Gap between HOMO and LUMO (alpha / beta): 7.6 / 8.1 eV
HOMO energy (alpha / beta): -0.2965 / -0.3085 hartree
E_tot: -494.38021 hartree
Relative energy (zero: lowest compared OMol25 entry of this formula, charge and spin): 691.9 kJ/mol
SMILES string: NC/C=C\[N+]([O-])=C/[C@H]1CO1
LUMO level (alpha / beta): -0.48 / -0.25 eV

***

# 5
The following is a quantum chemistry calculation of a gas-phase ion, C4H12N3 (charge +1) at a distorted geometry, from the Open Molecules 2025 dataset.

ORCA input file:
```
! wB97M-V def2-TZVPD RIJCOSX def2/J DEFGRID3
* xyz 1 1
C 2.55773 -0.52480 0.46459
C 1.64470 0.56151 0.69910
N 0.66619 0.65475 -0.16870
N -0.30445 1.64243 -0.11125
C -1.50254 0.98832 -0.78247
N -1.15831 -0.37636 -0.86690
C -1.55284 -1.16425 0.28326
H 2.95192 -0.43423 -0.64194
H 3.49696 -0.35931 1.06921
H 1.99924 -1.43684 0.60838
H 1.61531 1.19667 1.55355
H 0.46736 -0.02687 -0.92717
H -0.64505 1.86439 0.79464
H -2.42677 1.09688 -0.13459
H -1.68637 1.29951 -1.81879
H -1.11602 -0.85336 -1.89884
H -1.83858 -0.55465 1.19724
H -2.49827 -1.89585 0.05041
H -0.67023 -1.67793 0.63025
*
```

Gap between HOMO and LUMO: 9.5 eV
HOMO energy: -0.5034 hartree
E_tot: -323.50625 hartree
Relative energy (zero: lowest compared OMol25 entry of this formula, charge and spin): 451.6 kJ/mol
SMILES string: C/C=[NH+]/NCNC
LUMO level: -4.20 eV